{"formula": "C2H6OS", "method": "ωB97M-V with the def2-TZVPD basis set", "symbols": ["C", "C", "O", "H", "H", "H", "H", "S", "H", "H"], "xyz": [[-1.7151, -1.0094, -0.6488], [-1.3708, 0.1628, -0.1431], [-0.8268, 0.3567, 1.0998], [-1.8820, -1.1809, -1.6977], [-1.5155, -1.8724, -0.0178], [-1.3459, 1.0460, -0.7800], [-0.3646, 1.1694, 1.0401], [2.8571, 0.4314, -0.1896], [2.1310, 0.3632, 0.9243], [4.0327, 0.5332, 0.4127]], "mulliken_charge": [-0.67, 0.07, -0.48, 0.27, 0.23, 0.24, 0.33, -0.27, 0.13, 0.14], "lumo_energy_ev": 0.678, "spin_multiplicity": 1, "smiles": "C=CO.S", "homo_lumo_gap_ev": 9.9231, "de_lowest_ev": 0.705, "homo_ev": -9.25}

***

{"formula": "C2H6OS", "method": "ωB97M-V with the def2-TZVPD basis set", "symbols": ["C", "C", "O", "S", "H", "H", "H", "H", "H", "H"], "xyz": [[0.8727, -0.3622, -0.7011], [-0.4669, -0.1793, -0.0555], [-1.0510, 0.9897, -0.3349], [-0.1636, -0.4655, 1.7531], [1.2595, 0.6518, -1.0434], [0.7505, -1.0563, -1.5753], [1.4621, -0.7831, -0.0022], [-1.3107, -0.9114, -0.3243], [-0.4833, 1.5548, 0.1521], [-0.8693, 0.5615, 2.1314]], "mulliken_charge": [-1.02, -0.02, -0.49, -0.24, 0.27, 0.22, 0.44, 0.39, 0.34, 0.10], "lumo_energy_ev": 0.880, "spin_multiplicity": 1, "smiles": "C[C@H](O)S", "homo_lumo_gap_ev": 10.1894, "de_lowest_ev": 0.525, "homo_ev": -9.31}

***

{"formula": "C2H6OS2", "method": "ωB97M-V with the def2-TZVPD basis set", "symbols": ["C", "C", "O", "H", "H", "H", "H", "S", "S", "H", "H"], "xyz": [[-2.2271, 0.2700, -1.1566], [-0.8859, -0.0013, -0.4132], [-0.6723, -0.2231, 0.7330], [-2.6581, -0.7287, -1.2386], [-2.8904, 0.9837, -0.6186], [-2.1428, 0.5642, -2.1725], [-0.0285, -0.0767, -1.1127], [2.5305, 0.6939, 2.1342], [3.1246, -1.3171, 2.0493], [2.0228, 0.8905, 0.9425], [3.8271, -1.0554, 0.8531]], "mulliken_charge": [-0.89, 0.18, -0.40, 0.27, 0.25, 0.32, 0.29, -0.13, -0.16, 0.10, 0.17], "lumo_energy_ev": 0.402, "spin_multiplicity": 1, "smiles": "CC=O.SS", "homo_lumo_gap_ev": 9.1266, "de_lowest_ev": 0.577, "homo_ev": -8.72}

***

{"formula": "C2H6OSSi", "method": "ωB97M-V with the def2-TZVPD basis set", "symbols": ["C", "C", "O", "Si", "S", "H", "H", "H", "H", "H", "H"], "xyz": [[0.1925, 1.5629, 1.0015], [0.9545, 1.2821, -0.0381], [1.7735, -0.5613, -1.7786], [-1.1692, -1.6710, -0.3162], [1.6128, -0.5068, -0.2623], [-0.1792, 2.5593, 1.2941], [-0.1038, 0.8440, 1.7846], [1.3674, 1.8423, -0.8591], [-2.0682, -1.4765, -1.4899], [-1.6240, -0.8656, 0.8901], [-0.7562, -3.0094, -0.2262]], "mulliken_charge": [-0.48, -0.25, -0.51, 0.46, 0.20, 0.22, 0.23, 0.35, -0.06, -0.08, -0.08], "lumo_energy_ev": [-0.935, -1.149], "spin_multiplicity": 1, "homo_lumo_gap_ev": [7.3086, 6.4412], "de_lowest_ev": 4.695, "homo_ev": [-8.24, -7.59]}

***

{"formula": "C2H6P2", "method": "ωB97M-V with the def2-TZVPD basis set", "symbols": ["P", "C", "C", "P", "H", "H", "H", "H", "H", "H"], "xyz": [[-1.8692, 0.3985, -0.0861], [-0.2924, -0.1023, 0.3793], [0.5890, -0.7037, -0.6526], [1.3595, 0.8488, -0.0576], [-1.7414, 1.5649, -1.0516], [-1.9926, 1.1190, 1.0487], [-0.3520, -0.5448, 1.3074], [1.2897, -1.5029, -0.3316], [0.2807, -0.5778, -1.6573], [2.0839, 0.2666, 0.9437]], "mulliken_charge": [-0.16, -0.20, -0.64, 0.00, 0.03, 0.01, 0.38, 0.26, 0.31, -0.01], "lumo_energy_ev": 1.031, "spin_multiplicity": 1, "smiles": "P[C@H]1CP1", "homo_lumo_gap_ev": 9.5482, "de_lowest_ev": 0.658, "homo_ev": -8.52}

***

{"formula": "C2H6S2", "method": "ωB97M-V with the def2-TZVPD basis set", "symbols": ["C", "C", "H", "H", "H", "H", "S", "S", "H", "H"], "xyz": [[-1.4600, 1.3166, -0.8104], [-1.5028, 0.2215, -1.4947], [-2.2613, 1.9262, -0.3096], [-0.5511, 1.7334, -0.4950], [-2.4345, -0.2464, -1.8810], [-0.6222, -0.4745, -1.6295], [2.2958, -2.0791, 1.8959], [2.0444, -0.3031, 0.9906], [3.5982, -2.0659, 2.1402], [0.8935, -0.0286, 1.5936]], "mulliken_charge": [-0.49, -0.33, 0.20, 0.22, 0.20, 0.20, -0.17, -0.15, 0.15, 0.17], "lumo_energy_ev": 0.501, "spin_multiplicity": 1, "smiles": "C=C.SS", "homo_lumo_gap_ev": 9.2274, "de_lowest_ev": 1.690, "homo_ev": -8.73}

***

{"formula": "C2H7AgF3O4", "method": "ωB97M-V with the def2-TZVPD basis set", "symbols": ["Ag", "F", "F", "F", "C", "C", "O", "O", "H", "H", "H", "O", "H", "H", "O", "H", "H"], "xyz": [[0.7016, -0.7908, -0.2768], [-0.9447, -1.9403, -1.5265], [2.1938, -0.2278, 1.3192], [1.8384, -2.4534, -1.7522], [-1.8236, 2.3549, 1.0747], [-0.9531, 1.2572, 0.5172], [-0.2966, 1.4106, -0.5528], [-0.8747, 0.1872, 1.1258], [-2.7756, 2.4810, 0.5590], [-1.3178, 3.3194, 1.1195], [-2.0536, 2.1556, 2.1214], [0.3176, -2.8908, 0.8417], [-0.3472, -3.2318, 0.2433], [0.1062, -3.2878, 1.6866], [1.7900, 0.3555, -1.9883], [2.5554, -0.0030, -2.4376], [1.8840, 1.3043, -2.0741]], "mulliken_spin": [0.60, 0.13, 0.12, 0.07, 0.01, 0.00, 0.01, 0.05, 0.00, 0.00, 0.00, 0.01, 0.00, 0.00, 0.01, 0.00, 0.00], "lumo_energy_ev": [6.121, 6.037], "spin_multiplicity": 2, "s2": 0.75, "homo_lumo_gap_ev": [7.3307, 7.0852], "de_lowest_ev": 0.000, "charge": -2, "homo_ev": [-1.21, -1.05]}

***

{"formula": "C2H7AuS", "method": "ωB97M-V with the def2-TZVPD basis set", "symbols": ["Au", "C", "S", "C", "H", "H", "H", "H", "H", "H", "H"], "xyz": [[0.0000, 0.0000, 0.0000], [-3.7287, 0.3149, 0.2377], [-2.1677, -0.5201, 0.6070], [-2.8202, -1.8861, 1.5961], [-4.3943, -0.3506, -0.3181], [-3.5288, 1.1978, -0.3752], [-4.2165, 0.6365, 1.1616], [-3.3336, -1.5035, 2.4821], [-1.9931, -2.5227, 1.9215], [-3.5108, -2.4904, 1.0022], [1.5158, 0.3637, -0.4245]], "mulliken_charge": [-0.25, -0.80, 0.19, -0.80, 0.29, 0.29, 0.29, 0.29, 0.29, 0.29, -0.09], "lumo_energy_ev": 0.555, "spin_multiplicity": 1, "homo_lumo_gap_ev": 9.4950, "homo_ev": -8.94}